Record 1
Here is a gas-phase ion, C8H13N2 (charge +1) at a distorted geometry from the OMol25 dataset. Energies are from wB97M-V/def2-TZVPD.

Each line ends with the Mulliken charge.
Atoms and positions in Å:
H: 0.207 -1.963 -2.213  0.246
N: 0.789 -1.170 -1.899  -0.745
C: 0.284 -0.357 -1.074  0.414
C: 1.201 0.694 -0.492  -0.856
C: 2.116 0.278 0.682  -0.765
C: 1.398 0.557 2.035  -0.630
C: -0.007 0.024 1.800  -0.394
C: -1.222 0.579 1.604  -0.468
C: -1.922 0.120 0.363  -0.525
C: -1.250 -0.227 -0.800  0.240
N: -2.008 -0.779 -1.938  -0.246
H: 1.909 0.888 -1.224  0.495
H: 0.522 1.415 -0.170  0.331
H: 2.719 -0.665 0.553  0.352
H: 3.010 0.881 0.547  0.451
H: 1.972 0.080 2.726  0.364
H: 1.500 1.610 2.298  0.340
H: 0.151 -0.857 1.157  0.456
H: -1.815 1.290 2.315  0.339
H: -2.937 0.268 0.336  0.444
H: -1.388 -0.731 -2.747  0.411
H: -2.880 -0.232 -2.147  0.410
H: -2.349 -1.703 -1.710  0.335

Results
SMILES string   [H]\N=C1CCC/C=C/C=C\1[NH3+]
Net charge   +1
Energy above the lowest of the compared OMol25 structures with the same formula, charge and spin   109.1 kcal per mole



Record 2
Here is 3 unconnected molecules or ions with the total composition C18H20BrN2O2 from the OMol25 dataset. Energies are from wB97M-V/def2-TZVPD.

Each line ends with the Mulliken charge.
Atoms and positions in Å:
O: 6.942 -2.018 -0.162  -0.467
C: 7.009 -1.391 -1.181  0.151
O: 7.464 -0.122 -1.285  -0.340
C: 7.200 0.726 -0.170  -0.509
C: 5.946 1.557 -0.443  -0.747
C: 4.734 0.694 -0.570  0.395
C: 3.997 0.433 -1.679  -0.544
N: 3.008 -0.448 -1.310  0.008
C: 3.109 -0.727 -0.024  -0.169
N: 4.146 -0.043 0.446  0.013
Br: 4.698 -0.100 2.195  0.169
H: 6.679 -1.791 -2.148  0.422
H: 7.139 0.171 0.762  0.407
H: 8.048 1.401 -0.067  0.384
H: 5.801 2.275 0.365  0.335
H: 6.081 2.078 -1.388  0.334
H: 4.142 0.802 -2.679  0.438
H: 2.313 -0.816 -1.943  0.262
H: 2.487 -1.395 0.547  0.448
C: -0.237 0.756 -0.724  0.584
C: -1.100 0.053 0.107  -0.484
C: -2.427 0.444 0.210  -0.267
C: -2.887 1.530 -0.521  -0.315
C: -2.024 2.229 -1.353  -0.516
C: -0.695 1.844 -1.453  -0.593
H: 0.799 0.455 -0.800  -0.088
H: -0.745 -0.798 0.675  0.324
H: -3.102 -0.097 0.860  0.243
H: -3.924 1.832 -0.443  0.371
H: -2.386 3.074 -1.922  0.382
H: -0.021 2.393 -2.098  0.358
C: -6.045 -0.880 0.447  -0.101
C: -6.889 -1.977 0.333  -0.522
C: -7.690 -2.348 1.404  -0.377
C: -7.653 -1.621 2.585  -0.357
C: -6.812 -0.523 2.698  -0.574
C: -6.006 -0.155 1.630  -0.096
H: -5.419 -0.592 -0.389  0.285
H: -6.922 -2.541 -0.590  0.364
H: -8.345 -3.205 1.317  0.364
H: -8.281 -1.909 3.417  0.364
H: -6.785 0.046 3.619  0.359
H: -5.348 0.701 1.722  0.303

Results
Net charge   +1



Record 3
Here is C12H20N4O3 in the gas phase at a distorted geometry from the OMol25 dataset. Energies are from wB97M-V/def2-TZVPD.

Each line ends with the Mulliken charge.
Atoms and positions in Å:
C: -4.445 1.590 1.011  -1.254
C: -4.024 0.387 0.162  0.671
C: -4.927 -0.854 0.439  -1.446
C: -2.523 0.166 0.400  -1.094
C: -1.748 -0.566 -0.741  -0.187
N: -2.249 -1.897 -0.997  -0.637
C: -0.249 -0.564 -0.353  0.240
O: 0.260 -1.531 0.164  -0.676
N: 0.346 0.635 -0.561  -0.131
C: 1.741 0.814 -0.162  -0.176
C: 2.688 -0.099 -1.050  -0.712
C: 3.922 -0.492 -0.281  0.411
C: 4.514 -1.703 -0.155  -0.615
N: 5.652 -1.504 0.628  -0.118
C: 5.682 -0.186 0.956  -0.470
N: 4.640 0.460 0.454  -0.342
C: 2.075 2.291 -0.349  0.487
O: 1.279 2.999 -0.971  -0.632
O: 3.276 2.675 0.035  -0.544
H: -4.152 2.587 0.499  0.294
H: -5.581 1.655 1.141  0.376
H: -3.940 1.541 2.041  0.270
H: -4.125 0.541 -0.921  0.266
H: -4.718 -1.674 -0.279  0.346
H: -5.974 -0.507 0.363  0.382
H: -4.827 -1.226 1.440  0.327
H: -2.345 -0.322 1.347  0.389
H: -2.064 1.158 0.469  0.394
H: -1.869 -0.060 -1.683  0.471
H: -1.907 -2.529 -0.275  0.272
H: -1.809 -2.289 -1.855  0.301
H: -0.125 1.394 -1.003  0.357
H: 1.855 0.397 0.866  0.437
H: 2.122 -0.997 -1.334  0.373
H: 2.900 0.440 -1.974  0.263
H: 4.280 -2.681 -0.609  0.374
H: 6.213 -2.262 1.058  0.252
H: 6.366 0.295 1.597  0.488
H: 3.792 1.919 0.481  0.591

Results
SMILES string   CC(C)C[C@H](N)C(=O)N[C@@H](Cc1c[nH]cn1)C(=O)O
Net charge   0
Energy above the lowest of the compared OMol25 structures with the same formula, charge and spin   16.2 kcal per mole



no.,LUMO level (Ha),total energy (hartree)
1,-0.1557,-421.7631
2,-0.1527,-3531.6324
3,0.0171,-914.0510